Record 1
Entry from OMol25: a structure of composition C8H16IrO4 at a distorted geometry (ωB97M-V with the def2-TZVPD basis set).

Cartesian coordinates (Å):
C: -1.714 0.151 4.185
H: -2.584 -0.515 4.227
H: -0.913 -0.025 4.904
O: -4.358 2.150 0.744
C: -4.840 2.647 1.946
C: -3.722 2.899 2.951
O: -2.897 1.716 2.907
C: -2.000 1.473 3.913
Ir: -2.776 1.147 0.985
H: -5.544 1.921 2.402
H: -5.381 3.605 1.824
H: -4.106 3.039 3.970
H: -3.087 3.754 2.673
H: -1.453 2.355 4.251
C: -1.281 -1.211 2.278
O: -1.390 -0.316 1.218
C: -0.131 0.076 0.644
C: -0.400 0.896 -0.590
O: -1.368 1.874 -0.217
C: -1.513 2.942 -1.150
H: -0.279 -1.290 2.702
H: 0.448 -0.820 0.387
H: 0.404 0.673 1.397
H: -0.777 0.288 -1.426
H: 0.532 1.382 -0.911
H: -2.373 3.536 -0.825
H: -0.609 3.565 -1.133
H: -1.689 2.540 -2.157
H: -1.993 -2.037 2.221

Force components x, y, z for each atom (eV/Å):
-1.4 2.1 1.2
0.5 -0.1 -0.5
-0.2 -0.1 -0.3
0.4 0.0 -0.1
-1.1 1.0 1.8
-0.2 1.0 0.2
-1.3 0.9 1.6
2.2 -2.1 0.7
-3.5 -1.7 -1.8
0.1 0.2 -0.5
0.1 -0.5 -0.3
0.0 -0.1 -0.3
-0.2 -0.1 0.1
0.0 -0.2 -0.1
0.3 -0.5 0.7
1.1 -1.1 -0.3
1.2 0.1 -0.2
1.0 -0.9 -0.4
1.8 0.9 -1.0
-0.3 1.3 -1.0
-0.3 -0.3 -0.4
-0.2 0.2 0.1
0.0 -0.2 -0.1
-0.1 0.2 0.2
-0.3 0.0 0.1
0.2 -0.1 -0.1
-0.2 -0.2 0.0
0.0 0.1 0.3
0.3 0.3 0.1

⟨S²⟩   8.79
2S+1   6
Orbital gap (alpha / beta)   8.727 / 6.535 eV
HOMO level (alpha / beta)   -0.55109 / -0.63558 Eh
Electronic energy   -718.72038 Eh
Charge   +2

Which charges does Mulliken predict for the atoms? In e, they are: atom 1 (C): -1.01, atom 2 (H): 0.36, atom 3 (H): 0.43, atom 4 (O): -0.40, atom 5 (C): -0.21, atom 6 (C): -0.55, atom 7 (O): -0.37, atom 8 (C): -0.01, atom 9 (Ir): 1.30, atom 10 (H): 0.34, atom 11 (H): 0.39, atom 12 (H): 0.43, atom 13 (H): 0.33, atom 14 (H): 0.45, atom 15 (C): -0.74, atom 16 (O): -0.22, atom 17 (C): -0.40, atom 18 (C): -0.55, atom 19 (O): -0.33, atom 20 (C): -0.64, atom 21 (H): 0.45, atom 22 (H): 0.45, atom 23 (H): 0.39, atom 24 (H): 0.39, atom 25 (H): 0.42, atom 26 (H): 0.25, atom 27 (H): 0.32, atom 28 (H): 0.34, atom 29 (H): 0.40



Record 2
Entry from OMol25: the ion C8H16N with charge +1 at a distorted geometry (ωB97M-V with the def2-TZVPD basis set).

Cartesian coordinates (Å):
C: 2.427 1.233 -0.025
N: 1.469 0.483 0.203
C: 1.399 -0.920 0.153
C: -0.152 -0.849 -0.209
C: -0.395 -0.833 -1.720
C: -0.966 -1.836 0.476
C: -0.228 0.662 0.345
C: -0.543 0.812 1.778
C: -0.635 1.747 -0.573
H: 2.189 2.413 -0.195
H: 3.371 0.876 -0.235
H: 1.616 -1.481 1.117
H: 2.013 -1.461 -0.497
H: -0.473 -1.779 -2.266
H: 0.484 -0.424 -2.402
H: -1.221 -0.165 -2.072
H: -2.002 -1.868 -0.006
H: -1.185 -1.467 1.517
H: -0.493 -2.847 0.426
H: -0.136 1.765 2.178
H: -0.228 -0.150 2.202
H: -1.594 1.035 1.696
H: -0.150 2.693 -0.019
H: -1.737 1.823 -0.665
H: -0.159 1.445 -1.530

Force components x, y, z for each atom (eV/Å):
-1.8 5.0 -0.9
-1.5 0.9 0.8
-2.3 -2.3 1.8
1.5 1.3 -1.1
1.7 1.1 -3.0
-2.9 -1.0 1.0
2.6 -1.4 -1.0
0.6 0.6 -0.6
1.4 1.4 0.8
0.8 -2.9 0.8
2.1 -0.8 -0.3
-0.6 1.2 -0.5
1.1 -0.2 -1.7
-0.5 -0.3 0.9
-1.2 -0.3 1.8
0.2 -0.9 0.7
1.3 -0.3 0.5
0.4 -1.2 -0.8
-0.6 0.8 0.3
0.2 -0.9 0.1
-0.5 1.0 1.1
-0.8 -0.7 0.8
-1.4 -1.5 -1.9
0.7 0.2 0.1
-0.5 1.3 0.4

Energy above the lowest of the compared OMol25 structures with the same formula, charge and spin   68.6 kcal per mole
Orbital gap   11.198 eV
HOMO level   -0.55910 Eh
Electronic energy   -368.82717 Eh
Charge   +1

Which charges does Mulliken predict for the atoms? In e, they are: atom 1 (C): -0.16, atom 2 (N): 0.20, atom 3 (C): -1.10, atom 4 (C): 1.64, atom 5 (C): -1.81, atom 6 (C): -1.41, atom 7 (C): 0.57, atom 8 (C): -1.43, atom 9 (C): -1.43, atom 10 (H): 0.22, atom 11 (H): 0.37, atom 12 (H): 0.31, atom 13 (H): 0.49, atom 14 (H): 0.40, atom 15 (H): 0.38, atom 16 (H): 0.37, atom 17 (H): 0.38, atom 18 (H): 0.29, atom 19 (H): 0.36, atom 20 (H): 0.36, atom 21 (H): 0.41, atom 22 (H): 0.39, atom 23 (H): 0.34, atom 24 (H): 0.36, atom 25 (H): 0.50



Record 3
Entry from OMol25: a cluster of 2 separate species, C8H16N2 in total at a distorted geometry (ωB97M-V with the def2-TZVPD basis set).

Cartesian coordinates (Å):
C: -3.238 0.859 1.220
C: -2.490 -0.158 2.102
C: -1.482 -0.892 1.271
C: -1.596 -2.252 1.129
N: -0.554 -2.657 0.319
C: 0.114 -1.534 -0.061
N: -0.380 -0.481 0.533
H: -3.334 0.528 0.181
H: -2.608 1.769 1.235
H: -4.227 1.028 1.677
H: -1.925 0.139 2.991
H: -3.245 -0.928 2.471
H: -2.450 -2.946 1.144
H: -0.359 -3.609 0.071
H: 0.714 -1.465 -0.959
C: 1.737 2.029 -1.970
C: 2.333 0.636 -1.770
C: 3.288 0.531 -0.535
H: 0.919 1.932 -2.675
H: 2.504 2.751 -2.273
H: 1.383 2.539 -1.064
H: 1.489 -0.035 -1.515
H: 2.911 0.438 -2.686
H: 2.869 1.243 0.188
H: 3.392 -0.479 -0.194
H: 4.234 1.014 -0.830

Force components x, y, z for each atom (eV/Å):
0.6 0.8 1.3
-0.3 -1.3 -0.6
0.2 -2.1 -0.1
-0.2 -0.8 -0.9
-0.1 0.4 -0.4
-0.7 -0.2 0.2
-0.7 1.0 0.3
0.0 -0.1 0.3
-0.7 -0.1 -0.3
0.4 0.4 -0.4
-0.6 0.9 0.0
1.1 0.8 -0.4
0.5 0.5 0.9
0.0 0.0 -0.3
0.5 -0.5 0.6
0.6 0.5 0.6
0.2 0.2 1.3
-0.5 2.2 -1.5
0.0 0.5 -0.3
-0.1 -0.3 -0.7
-0.4 -0.7 0.1
0.6 0.3 -1.0
-0.6 -0.7 0.2
0.1 -0.8 0.4
0.2 -0.3 0.4
0.1 -0.6 0.3

Energy above the lowest of the compared OMol25 structures with the same formula, charge and spin   31.4 kcal per mole
Orbital gap   9.422 eV
HOMO level   -0.31461 Eh
Electronic energy   -423.88950 Eh

Which charges does Mulliken predict for the atoms? In e, they are: atom 1 (C): -1.08, atom 2 (C): -0.30, atom 3 (C): 0.14, atom 4 (C): -0.27, atom 5 (N): -0.03, atom 6 (C): -0.32, atom 7 (N): -0.45, atom 8 (H): 0.34, atom 9 (H): 0.25, atom 10 (H): 0.33, atom 11 (H): 0.33, atom 12 (H): 0.22, atom 13 (H): 0.28, atom 14 (H): 0.18, atom 15 (H): 0.44, atom 16 (C): -1.32, atom 17 (C): 0.31, atom 18 (C): -1.13, atom 19 (H): 0.31, atom 20 (H): 0.38, atom 21 (H): 0.33, atom 22 (H): -0.27, atom 23 (H): 0.35, atom 24 (H): 0.27, atom 25 (H): 0.31, atom 26 (H): 0.38



Record 4
Entry from OMol25: a cluster of 3 separate species, C8H16N2 in total at a distorted geometry (ωB97M-V with the def2-TZVPD basis set).

Cartesian coordinates (Å):
C: -1.005 -0.102 -0.711
C: 2.108 1.340 0.210
C: -0.709 0.023 -2.196
C: -1.870 -1.299 -0.360
C: -1.319 1.106 -0.027
N: 1.337 0.276 0.846
C: 0.863 -0.691 0.053
C: 0.535 0.601 2.016
C: 1.306 -1.851 -0.360
N: -0.014 -0.431 2.611
H: -0.249 -0.217 3.575
H: 1.039 1.404 2.582
H: 2.434 2.045 0.975
H: 1.511 1.874 -0.532
H: 2.971 0.906 -0.293
H: -0.159 -0.842 -2.568
H: -1.645 0.091 -2.757
H: -0.121 0.915 -2.415
H: -1.964 -1.393 0.719
H: -2.863 -1.183 -0.803
H: -1.444 -2.227 -0.741
H: -0.939 2.036 -0.440
H: -2.279 1.169 0.474
H: -0.517 1.163 1.177
H: 2.265 -2.228 -0.022
H: 0.728 -2.485 -1.015

Force components x, y, z for each atom (eV/Å):
2.3 -1.9 0.3
-0.4 0.0 0.1
0.1 0.0 0.1
0.0 0.2 0.0
1.8 1.2 3.1
0.1 1.2 1.3
-3.1 0.2 -1.5
2.4 -2.7 0.7
0.4 0.0 0.2
0.0 0.8 -0.3
-0.2 0.2 -0.1
-0.7 0.3 -0.4
0.1 0.0 -0.1
0.0 0.1 -0.1
0.0 0.0 0.1
0.0 0.0 0.0
-0.1 0.0 0.0
0.0 0.0 0.0
0.0 0.0 0.0
-0.1 0.0 0.0
0.0 0.0 0.0
-0.5 0.1 -0.4
-0.1 0.1 -0.1
-1.9 0.2 -2.7
0.0 0.0 0.0
0.0 0.1 -0.2

Energy above the lowest of the compared OMol25 structures with the same formula, charge and spin   116.0 kcal per mole
Orbital gap   8.225 eV
HOMO level   -0.27616 Eh
Electronic energy   -423.75480 Eh

Which charges does Mulliken predict for the atoms? In e, they are: atom 1 (C): 1.41, atom 2 (C): -0.82, atom 3 (C): -1.42, atom 4 (C): -1.53, atom 5 (C): -1.31, atom 6 (N): 0.02, atom 7 (C): 0.41, atom 8 (C): -0.26, atom 9 (C): -0.93, atom 10 (N): -0.59, atom 11 (H): 0.20, atom 12 (H): 0.43, atom 13 (H): 0.32, atom 14 (H): 0.28, atom 15 (H): 0.30, atom 16 (H): 0.29, atom 17 (H): 0.42, atom 18 (H): 0.34, atom 19 (H): 0.35, atom 20 (H): 0.47, atom 21 (H): 0.30, atom 22 (H): 0.35, atom 23 (H): 0.39, atom 24 (H): 0.07, atom 25 (H): 0.32, atom 26 (H): 0.17



Record 5
Entry from OMol25: the molecule C8H16N2O at a distorted geometry (ωB97M-V with the def2-TZVPD basis set).

Cartesian coordinates (Å):
C: -0.048 -1.341 -2.824
O: -0.320 -1.802 -1.470
C: -0.854 -0.816 -0.627
N: -1.802 -1.328 0.364
C: 0.415 -0.105 0.231
C: 1.245 -1.255 0.844
C: 1.221 0.547 -0.779
N: 1.846 1.007 -1.613
C: -0.156 0.893 1.257
C: -1.164 1.865 0.616
C: 1.074 1.820 1.723
H: -0.751 -0.694 -3.264
H: 0.013 -2.171 -3.412
H: 0.936 -0.809 -2.764
H: -1.267 0.000 -1.127
H: -1.386 -1.945 0.991
H: -2.550 -1.811 -0.236
H: 2.405 -1.056 0.692
H: 1.047 -1.270 1.970
H: 0.970 -2.219 0.489
H: -0.505 0.338 2.094
H: -1.812 2.437 1.344
H: -1.837 1.354 0.101
H: -0.723 2.468 -0.123
H: 1.415 2.383 0.943
H: 1.926 1.212 1.960
H: 0.661 2.295 2.620

Force components x, y, z for each atom (eV/Å):
2.3 1.4 2.7
-1.0 0.4 -0.9
2.6 -0.4 3.1
-1.8 0.9 -3.8
-2.1 -1.8 -0.8
2.1 1.6 2.1
-0.6 -0.2 0.6
0.8 0.7 -0.9
2.6 2.3 -1.3
0.7 0.7 3.4
-2.5 -3.1 2.2
-1.3 1.0 0.0
0.3 -2.4 -1.5
-0.9 -0.6 -0.6
-1.0 0.9 -1.3
0.8 -1.5 1.0
1.4 0.6 1.7
-2.4 -0.7 0.4
0.4 0.1 -1.3
0.0 -0.6 -0.7
-0.6 -0.3 0.6
1.2 -0.3 -0.5
-3.2 -2.5 -2.1
1.0 1.3 -0.5
0.3 2.2 -1.9
0.4 -0.5 0.7
0.7 0.6 -0.4

Energy above the lowest of the compared OMol25 structures with the same formula, charge and spin   55.2 kcal per mole
Orbital gap   10.328 eV
HOMO level   -0.34833 Eh
Electronic energy   -499.09799 Eh

Which charges does Mulliken predict for the atoms? In e, they are: atom 1 (C): -0.81, atom 2 (O): -0.43, atom 3 (C): -0.94, atom 4 (N): -0.50, atom 5 (C): 1.65, atom 6 (C): -1.43, atom 7 (C): -0.33, atom 8 (N): -0.61, atom 9 (C): 0.09, atom 10 (C): -1.68, atom 11 (C): -1.57, atom 12 (H): 0.30, atom 13 (H): 0.33, atom 14 (H): 0.32, atom 15 (H): 0.81, atom 16 (H): 0.27, atom 17 (H): 0.32, atom 18 (H): 0.30, atom 19 (H): 0.29, atom 20 (H): 0.41, atom 21 (H): 0.58, atom 22 (H): 0.33, atom 23 (H): 0.61, atom 24 (H): 0.39, atom 25 (H): 0.48, atom 26 (H): 0.38, atom 27 (H): 0.44



Record 6
Entry from OMol25: the molecule C8H16N2O2 at a distorted geometry (ωB97M-V with the def2-TZVPD basis set).

Cartesian coordinates (Å):
C: -0.243 1.983 -0.954
C: 0.350 0.938 -1.489
N: 1.063 0.031 -0.783
C: 1.841 -0.816 -1.688
C: 1.164 -0.113 0.668
C: 1.978 0.858 1.600
C: -0.345 -0.064 1.289
N: -1.312 -0.628 0.345
C: -1.391 -2.048 0.236
C: -2.510 -0.023 -0.032
O: -3.386 -0.502 -0.708
O: -2.627 1.242 0.397
H: -0.797 2.612 -1.602
H: -0.339 2.212 0.045
H: 0.388 0.722 -2.511
H: 1.956 -1.825 -1.221
H: 1.478 -0.914 -2.662
H: 2.808 -0.474 -1.694
H: 1.398 -1.195 0.955
H: 2.947 0.889 1.158
H: 2.110 0.495 2.551
H: 1.599 1.799 1.582
H: -0.179 -0.729 2.270
H: -0.508 0.892 1.471
H: -0.676 -2.281 -0.435
H: -1.051 -2.603 1.235
H: -2.313 -2.251 -0.226
H: -3.402 1.792 0.200

Force components x, y, z for each atom (eV/Å):
-0.6 0.7 -2.0
0.3 0.8 2.2
1.3 -1.6 -0.3
-0.2 -1.9 3.7
-2.6 -1.3 1.4
0.7 -2.5 -3.9
2.4 -5.3 -0.7
-1.7 1.3 1.6
1.0 -0.4 3.2
-0.3 1.2 0.1
0.1 -0.9 -0.2
1.2 1.2 1.5
-0.5 0.6 -0.5
0.2 0.3 1.9
-0.4 0.2 -1.5
-0.4 0.4 -0.5
-0.9 0.0 -1.3
2.6 1.0 -0.6
0.5 1.4 -1.1
1.0 0.3 -0.2
-0.1 -1.0 2.3
-1.3 2.8 0.1
-1.1 1.5 -1.9
-1.4 4.0 1.2
2.6 -1.5 -2.4
-1.4 1.1 -1.8
-1.3 -1.0 0.1
0.1 -1.3 -0.5

Energy above the lowest of the compared OMol25 structures with the same formula, charge and spin   11.8 kcal per mole
Orbital gap   8.341 eV
HOMO level   -0.27575 Eh
Electronic energy   -574.31880 Eh

Which charges does Mulliken predict for the atoms? In e, they are: atom 1 (C): -1.30, atom 2 (C): 0.25, atom 3 (N): 0.30, atom 4 (C): -1.24, atom 5 (C): 0.14, atom 6 (C): -1.60, atom 7 (C): -1.75, atom 8 (N): 0.46, atom 9 (C): -1.24, atom 10 (C): 0.73, atom 11 (O): -0.64, atom 12 (O): -0.47, atom 13 (H): 0.29, atom 14 (H): 0.32, atom 15 (H): 0.36, atom 16 (H): 0.34, atom 17 (H): 0.39, atom 18 (H): 0.46, atom 19 (H): 0.42, atom 20 (H): 0.43, atom 21 (H): 0.47, atom 22 (H): 0.38, atom 23 (H): 0.35, atom 24 (H): 0.70, atom 25 (H): 0.33, atom 26 (H): 0.23, atom 27 (H): 0.55, atom 28 (H): 0.35